C60H169N15O17 | ωB97M-V/def2-TZVPD

Geometry as ORCA input:
```
! wB97M-V def2-TZVPD RIJCOSX def2/J DEFGRID3
* xyz 0 1
O 1.707 2.015 5.140
H 1.721 2.827 5.645
H 2.052 2.260 4.281
O 2.773 3.523 2.768
H 3.467 3.844 3.343
H 2.626 4.238 2.148
C 3.426 -1.160 5.108
C 3.531 -0.942 6.676
C 4.467 0.241 7.127
O 4.763 0.265 8.519
C 5.687 1.253 8.890
N 2.241 -0.669 7.180
H 4.406 -1.085 4.637
H 2.681 -0.467 4.715
H 3.007 -2.145 4.899
H 3.924 -1.857 7.119
H 4.120 1.206 6.757
H 5.442 0.133 6.651
H 6.594 1.227 8.286
H 5.920 1.110 9.945
H 5.347 2.259 8.646
H 1.822 0.071 6.636
H 2.277 -0.271 8.108
C -4.974 -0.648 0.674
C -6.451 -0.868 0.997
C -6.579 -2.302 1.526
O -6.137 -3.273 0.571
C -6.994 -3.356 -0.632
N -6.839 0.076 2.049
H -4.674 -1.350 -0.104
H -4.309 -0.653 1.537
H -4.933 0.364 0.269
H -7.148 -0.798 0.161
H -7.635 -2.471 1.740
H -6.056 -2.410 2.476
H -7.949 -3.637 -0.188
H -6.617 -4.043 -1.389
H -7.092 -2.358 -1.061
H -7.660 -0.432 2.345
H -6.157 -0.097 2.774
C 0.840 -3.661 2.343
C 1.356 -4.867 3.041
C 2.350 -5.684 2.129
O 1.657 -6.310 1.031
C 1.041 -7.514 1.259
N 1.906 -4.551 4.339
H 0.164 -3.158 3.034
H 0.362 -3.989 1.419
H 1.666 -2.998 2.085
H 0.482 -5.500 3.193
H 2.851 -6.497 2.655
H 3.098 -5.009 1.713
H 1.653 -8.247 1.785
H 0.511 -7.841 0.364
H 0.229 -7.318 1.959
H 2.019 -5.301 5.006
H 1.248 -3.990 4.863
C 7.470 -1.562 -2.289
C 6.510 -1.757 -1.073
C 5.645 -0.451 -0.803
O 4.838 -0.575 0.375
C 4.136 0.644 0.700
N 5.579 -2.836 -1.327
H 7.991 -0.606 -2.254
H 6.862 -1.525 -3.193
H 8.284 -2.288 -2.292
H 7.142 -1.981 -0.213
H 5.067 -0.185 -1.687
H 6.311 0.384 -0.584
H 3.602 0.372 1.610
H 3.424 0.976 -0.055
H 4.794 1.476 0.955
H 4.916 -2.725 -0.573
H 5.000 -2.698 -2.143
C 2.102 1.458 -4.196
C 2.738 2.744 -4.507
C 4.273 2.593 -4.800
O 4.814 3.959 -5.121
C 6.204 3.955 -5.351
N 2.059 3.357 -5.614
H 2.268 0.680 -4.941
H 1.032 1.448 -3.987
H 2.565 1.004 -3.320
H 2.626 3.417 -3.657
H 4.328 1.938 -5.670
H 4.555 2.122 -3.858
H 6.754 3.728 -4.437
H 6.520 4.926 -5.732
H 6.463 3.182 -6.074
H 2.768 3.852 -6.135
H 1.648 2.707 -6.269
C -2.258 -3.900 5.018
C -3.085 -2.671 5.179
C -2.316 -1.317 5.171
O -1.418 -1.213 6.273
C -0.888 0.118 6.280
N -4.067 -2.625 4.182
H -2.788 -4.817 5.274
H -1.530 -3.866 5.829
H -1.709 -3.938 4.077
H -3.656 -2.677 6.107
H -2.988 -0.459 5.143
H -1.734 -1.253 4.251
H -1.769 0.746 6.415
H -0.336 0.299 5.358
H -0.313 0.343 7.178
H -4.678 -3.427 4.237
H -4.608 -1.792 4.368
C -0.846 -3.890 -5.844
C -0.890 -2.507 -6.490
C -0.178 -1.347 -5.839
O 1.225 -1.378 -5.979
C 1.847 -2.027 -4.903
N -0.405 -2.660 -7.836
H -1.525 -4.587 -6.335
H -0.988 -3.864 -4.764
H 0.170 -4.282 -5.882
H -1.942 -2.246 -6.604
H -0.592 -1.317 -4.831
H -0.520 -0.422 -6.303
H 1.239 -2.838 -4.501
H 2.068 -1.422 -4.024
H 2.747 -2.454 -5.346
H -0.491 -1.862 -8.448
H 0.595 -2.695 -7.699
C -2.689 3.315 4.594
C -4.097 3.007 4.027
C -4.061 2.042 2.863
O -3.180 2.429 1.797
C -3.699 3.301 0.747
N -4.900 2.560 5.120
H -2.514 3.994 5.428
H -2.133 3.698 3.738
H -2.153 2.421 4.913
H -4.562 3.864 3.540
H -5.082 1.988 2.484
H -3.733 1.039 3.138
H -4.163 4.188 1.178
H -4.416 2.808 0.091
H -2.813 3.635 0.207
H -4.580 3.082 5.923
H -5.838 2.902 4.965
C -2.572 7.766 -0.567
C -2.270 7.610 0.963
C -1.366 6.400 1.252
O -1.026 6.364 2.647
C -0.006 5.339 2.921
N -1.721 8.848 1.491
H -1.665 7.994 -1.128
H -3.333 8.536 -0.693
H -3.005 6.884 -1.038
H -3.175 7.453 1.549
H -0.507 6.413 0.581
H -1.826 5.419 1.135
H -0.078 5.007 3.957
H 1.006 5.736 2.847
H -0.180 4.442 2.327
H -1.218 8.520 2.303
H -0.928 9.122 0.927
C -4.798 -0.096 -7.558
C -5.880 -0.654 -6.661
C -5.950 0.144 -5.298
O -4.897 -0.383 -4.419
C -4.868 0.343 -3.208
N -7.153 -0.678 -7.329
H -4.966 0.956 -7.790
H -4.809 -0.621 -8.513
H -3.791 -0.091 -7.139
H -5.551 -1.654 -6.376
H -6.844 -0.029 -4.699
H -6.035 1.208 -5.519
H -3.999 -0.070 -2.696
H -5.760 0.039 -2.660
H -4.686 1.415 -3.283
H -6.949 -0.475 -8.297
H -7.708 0.070 -6.937
C 3.538 4.073 -0.649
C 4.719 4.821 0.041
C 5.714 5.532 -0.852
O 6.644 6.192 -0.079
C 7.337 7.199 -0.737
N 4.099 5.828 0.947
H 3.017 4.690 -1.381
H 2.860 3.700 0.118
H 3.936 3.253 -1.248
H 5.157 4.008 0.620
H 5.304 6.385 -1.393
H 6.090 4.767 -1.532
H 7.842 6.776 -1.606
H 8.068 7.596 -0.032
H 6.663 7.986 -1.073
H 3.545 6.537 0.489
H 4.854 6.431 1.240
C 0.029 3.733 -1.107
C -0.447 4.094 -2.504
C -1.662 3.343 -3.000
O -1.953 3.475 -4.403
C -2.899 2.634 -4.990
N -0.855 5.464 -2.472
H -0.836 3.385 -0.543
H 0.594 4.504 -0.582
H 0.676 2.858 -1.173
H 0.428 3.886 -3.121
H -2.584 3.474 -2.433
H -1.347 2.304 -2.906
H -3.011 2.885 -6.044
H -3.850 2.876 -4.515
H -2.743 1.556 -4.937
H -1.662 5.575 -1.875
H -1.245 5.562 -3.398
C -1.777 -5.453 0.001
C -2.964 -4.724 0.772
C -3.517 -5.718 1.888
O -3.914 -7.017 1.468
C -3.730 -8.058 2.435
N -2.379 -3.502 1.275
H -1.501 -4.799 -0.827
H -2.298 -6.265 -0.507
H -0.981 -5.910 0.589
H -3.814 -4.467 0.140
H -4.245 -5.173 2.488
H -2.741 -5.904 2.630
H -4.187 -7.745 3.374
H -2.675 -8.219 2.661
H -4.197 -8.910 1.942
H -1.639 -3.655 1.945
H -3.131 -3.123 1.832
C 3.959 -6.943 -2.727
C 3.645 -5.554 -3.082
C 3.040 -4.850 -1.883
O 2.826 -3.463 -2.134
C 2.229 -2.885 -0.976
N 4.775 -4.916 -3.721
H 3.150 -7.673 -2.771
H 4.254 -7.037 -1.682
H 4.709 -7.267 -3.448
H 2.927 -5.674 -3.893
H 3.765 -4.889 -1.070
H 2.180 -5.449 -1.583
H 2.150 -1.865 -1.350
H 2.923 -2.841 -0.136
H 1.211 -3.231 -0.799
H 4.340 -4.013 -3.847
H 5.485 -4.633 -3.061
C -0.805 -0.743 -1.646
C -1.651 -0.396 -0.404
C -0.870 -0.431 0.911
O 0.221 0.511 0.767
C 0.699 1.086 1.995
N -2.174 0.930 -0.683
H -0.320 -1.703 -1.471
H -0.047 -0.031 -1.972
H -1.370 -0.801 -2.577
H -2.489 -1.091 -0.349
H -0.523 -1.460 1.010
H -1.551 -0.127 1.706
H 1.345 1.906 1.680
H 1.268 0.421 2.644
H -0.109 1.497 2.600
H -1.493 1.601 -0.358
H -2.794 1.054 0.104
*
```

As for the HOMO-LUMO gap: 8.92 eV. The value obtained for the energy above the lowest of the compared OMol25 structures with the same formula, charge and spin is 2.0775 eV.



C60H46CuN3O2P2S2Se2 | ωB97M-V/def2-TZVPD

Geometry as ORCA input:
```
! wB97M-V def2-TZVPD RIJCOSX def2/J DEFGRID3
* xyz 0 1
Cu 0.995 -0.530 -0.578
Se -3.928 0.933 -5.425
P -2.330 -0.436 -5.465
C -2.950 -2.126 -5.719
C -3.835 -2.323 -6.780
C -4.380 -3.572 -7.013
C -4.069 -4.633 -6.169
C -3.208 -4.437 -5.104
C -2.640 -3.190 -4.882
C -1.157 -0.111 -6.810
C -0.758 -1.089 -7.709
C 0.145 -0.778 -8.716
C 0.655 0.505 -8.821
C 0.263 1.483 -7.916
C -0.643 1.179 -6.917
C -1.240 -0.561 -4.040
C -1.146 -0.100 -2.728
N -0.055 -0.696 -2.213
N 0.502 -1.460 -3.145
N -0.189 -1.385 -4.246
P -2.055 0.985 -1.612
Se -0.861 1.605 0.029
C -2.599 2.404 -2.577
C -1.667 3.049 -3.384
C -2.039 4.171 -4.102
C -3.333 4.665 -3.998
C -4.253 4.040 -3.172
C -3.889 2.906 -2.462
C -3.533 0.082 -1.074
C -4.216 -0.759 -1.947
C -5.348 -1.431 -1.517
C -5.803 -1.267 -0.217
C -5.124 -0.430 0.656
C -3.988 0.241 0.231
H -4.110 -1.486 -7.410
H -5.058 -3.715 -7.842
H -4.503 -5.608 -6.344
H -2.966 -5.258 -4.443
H -1.947 -3.052 -4.065
H -1.131 -2.100 -7.618
H 0.454 -1.545 -9.413
H 1.359 0.746 -9.605
H 0.660 2.486 -7.994
H -0.970 1.946 -6.223
H -0.655 2.667 -3.454
H -1.321 4.663 -4.744
H -3.624 5.540 -4.563
H -5.261 4.423 -3.092
H -4.617 2.400 -1.842
H -3.884 -0.877 -2.969
H -5.874 -2.080 -2.204
H -6.689 -1.792 0.115
H -5.480 -0.300 1.669
H -3.438 0.888 0.903
C 6.059 6.315 1.230
C 5.101 5.161 1.238
C 4.095 5.073 2.197
C 3.210 4.007 2.201
C 3.353 3.011 1.250
C 4.332 3.081 0.272
C 5.199 4.158 0.277
S 2.195 1.679 1.285
O 2.388 0.953 -0.012
C 2.957 0.697 2.569
C 4.358 0.570 2.677
C 4.891 -0.189 3.674
C 4.054 -0.830 4.624
C 4.596 -1.595 5.688
C 3.779 -2.183 6.608
C 2.379 -2.032 6.513
C 1.830 -1.313 5.493
C 2.654 -0.700 4.514
C 2.111 0.054 3.430
C 0.628 0.145 3.330
C -0.031 1.192 4.046
C 0.695 2.204 4.726
C 0.044 3.206 5.384
C -1.366 3.252 5.404
C -2.089 2.282 4.776
C -1.441 1.227 4.089
C -2.181 0.216 3.430
C -1.545 -0.755 2.724
C -0.134 -0.788 2.682
S 0.505 -2.100 1.633
O 1.827 -1.665 1.047
C 0.957 -3.332 2.843
C 2.302 -3.619 2.998
C 2.680 -4.600 3.902
C 1.734 -5.283 4.653
C 2.147 -6.332 5.644
C 0.385 -4.988 4.459
C -0.012 -4.029 3.547
H 5.733 7.103 1.905
H 6.153 6.740 0.231
H 7.054 5.998 1.545
H 3.992 5.854 2.938
H 2.412 3.955 2.931
H 4.386 2.310 -0.484
H 5.966 4.229 -0.484
H 4.999 1.071 1.964
H 5.964 -0.299 3.764
H 5.670 -1.695 5.758
H 4.202 -2.761 7.419
H 1.737 -2.501 7.246
H 0.755 -1.221 5.419
H 1.775 2.173 4.723
H 0.612 3.971 5.894
H -1.869 4.056 5.921
H -3.169 2.307 4.785
H -3.263 0.256 3.458
H -2.113 -1.476 2.149
H 3.031 -3.089 2.402
H 3.730 -4.827 4.031
H 3.230 -6.406 5.707
H 1.761 -7.312 5.362
H 1.764 -6.104 6.638
H -0.364 -5.531 5.021
H -1.063 -3.827 3.389
*
```

As for the HOMO-LUMO gap: 7.01 eV.



C60H47EuF2GeN2O2P3 | ωB97M-V/def2-TZVPD

Geometry as ORCA input:
```
! wB97M-V def2-TZVPD RIJCOSX def2/J DEFGRID3
* xyz 0 8
Eu 13.626 14.438 10.812
F 14.384 18.146 14.703
Ge 14.466 17.410 13.034
C 16.454 17.152 13.026
C 17.074 18.346 13.375
C 18.415 18.575 13.060
C 19.200 17.596 12.547
C 18.629 16.334 12.256
C 17.252 16.114 12.443
P 16.625 14.470 11.898
C 17.072 13.299 13.172
C 16.060 12.408 13.544
C 16.266 11.441 14.509
C 17.501 11.366 15.131
C 18.549 12.208 14.770
C 18.327 13.199 13.811
C 17.739 13.927 10.585
C 18.310 12.628 10.487
C 18.955 12.212 9.346
C 19.124 13.111 8.293
C 18.681 14.410 8.383
C 18.031 14.817 9.541
C 13.331 15.824 13.420
C 14.065 14.991 14.282
C 13.426 14.082 15.107
C 12.039 13.942 15.073
C 11.289 14.716 14.193
C 11.912 15.569 13.250
P 10.811 16.263 11.986
C 9.443 15.126 11.683
C 9.527 14.441 10.446
C 8.507 13.567 10.068
C 7.331 13.517 10.801
C 7.235 14.202 12.016
C 8.292 14.980 12.493
C 9.953 17.633 12.801
C 10.361 18.204 14.006
C 9.823 19.404 14.407
C 8.857 20.060 13.654
C 8.392 19.463 12.478
C 8.926 18.253 12.076
C 13.947 18.826 11.760
C 13.579 19.978 12.427
C 12.955 21.019 11.754
C 12.729 20.911 10.410
C 13.169 19.781 9.694
C 13.803 18.728 10.337
P 14.502 17.479 9.235
C 13.259 17.111 8.002
C 13.589 16.553 6.750
C 12.621 15.984 5.941
C 11.295 15.952 6.299
C 10.943 16.565 7.507
C 11.906 17.076 8.367
C 15.640 18.580 8.312
C 16.817 18.932 9.005
C 17.910 19.522 8.380
C 17.826 19.865 7.038
C 16.623 19.698 6.364
C 15.540 19.104 6.993
H 16.530 19.097 13.971
H 18.798 19.562 13.299
H 20.270 17.709 12.450
H 19.286 15.516 11.905
H 15.059 12.416 13.038
H 15.482 10.743 14.767
H 17.641 10.660 15.959
H 19.522 12.140 15.239
H 19.134 13.897 13.575
H 18.274 11.923 11.309
H 19.368 11.205 9.286
H 19.603 12.759 7.381
H 18.785 15.059 7.516
H 17.812 15.891 9.678
H 15.152 15.080 14.404
H 14.031 13.489 15.770
H 11.545 13.203 15.694
H 10.230 14.594 14.176
H 10.362 14.587 9.804
H 8.638 12.916 9.195
H 6.509 12.899 10.475
H 6.314 14.133 12.585
H 8.141 15.574 13.406
H 11.151 17.751 14.616
H 10.240 19.889 15.291
H 8.474 21.024 13.948
H 7.647 19.940 11.851
H 8.584 17.766 11.150
H 13.770 20.041 13.491
H 12.676 21.918 12.251
H 12.226 21.670 9.817
H 13.032 19.743 8.604
H 14.645 16.495 6.430
H 12.958 15.507 5.052
H 10.566 15.468 5.650
H 9.908 16.593 7.843
H 11.562 17.324 9.399
H 16.861 18.742 10.067
H 18.806 19.771 8.929
H 18.703 20.207 6.494
H 16.540 19.965 5.308
H 14.596 19.077 6.451
O 12.021 13.165 8.735
N 12.166 11.964 8.492
N 13.566 11.439 8.788
O 14.438 12.340 9.113
C 13.692 10.114 9.027
C 12.575 9.251 9.166
C 12.667 8.173 10.004
C 13.852 7.822 10.669
C 14.967 8.583 10.380
C 14.920 9.693 9.559
H 11.600 9.486 8.709
H 11.739 7.654 10.240
H 13.845 7.046 11.408
H 15.939 8.339 10.814
H 15.810 10.297 9.386
F 13.520 12.610 11.652
*
```

Its expectation value of S² is 16.003. As for the HOMO-LUMO gap (alpha / beta): 5.41 / 5.59 eV. The value obtained for the energy above the lowest of the compared OMol25 structures with the same formula, charge and spin is 0.0000 eV.



Here are the calculated DFT total energy numbers, same order: -4487.35437 -10551.25312 -6585.53439 (hartree).